No. 1
{"formula": "C3H4O", "method": "wB97M-V/def2-TZVPD", "homo_lumo_gap_ev": 10.39, "spin_multiplicity": 1, "e_lumo_ev": 0.5, "e_tot_ev": -5220.763, "smiles": "C=CC=O", "relative_energy_kcal_mol": 31.7, "species": ["O", "C", "C", "C", "H", "H", "H", "H"], "positions_angstrom": [[-1.343, -0.517, 0.381], [-0.319, -0.391, 0.831], [0.658, 0.734, -1.125], [0.912, 0.065, -0.018], [-0.172, -0.779, 1.920], [-0.097, 0.825, -1.816], [1.941, 0.277, 0.163], [1.573, 1.358, -1.446]], "mulliken_charge": [-0.322, -0.021, -0.533, -0.177, 0.277, 0.335, 0.291, 0.149]}



No. 2
{"formula": "C3H4O", "method": "wB97M-V/def2-TZVPD", "homo_lumo_gap_ev": 10.10, "spin_multiplicity": 1, "e_lumo_ev": 0.0, "e_tot_ev": -5221.104, "smiles": "C=CC=O", "relative_energy_kcal_mol": 23.8, "species": ["O", "C", "C", "C", "H", "H", "H", "H"], "positions_angstrom": [[0.754, -0.766, 0.823], [0.365, 0.935, -0.966], [-0.745, 0.289, -0.528], [-0.455, -0.583, 0.648], [1.330, 0.683, -0.388], [-1.251, -0.744, 1.523], [-1.628, 0.586, -0.942], [0.524, 1.760, -1.702]], "mulliken_charge": [-0.479, -0.474, -0.347, 0.161, 0.205, 0.265, 0.397, 0.271]}



No. 3
{"formula": "C3H4O2", "method": "wB97M-V/def2-TZVPD", "homo_lumo_gap_ev": 11.38, "spin_multiplicity": 1, "e_lumo_ev": 0.8, "e_tot_ev": -7268.964, "smiles": "O=C1CCO1", "relative_energy_kcal_mol": 39.7, "species": ["O", "O", "C", "C", "C", "H", "H", "H", "H"], "positions_angstrom": [[-1.159, 0.613, 0.285], [-2.055, -1.477, -0.243], [0.595, -0.448, -0.340], [-1.106, -0.769, -0.079], [0.257, 0.764, 0.449], [0.547, -0.205, -1.408], [1.623, -0.825, -0.121], [0.546, 0.744, 1.510], [0.770, 1.576, -0.069]], "mulliken_charge": [-0.302, -0.460, -0.458, 0.423, -0.285, 0.214, 0.350, 0.255, 0.263]}



No. 4
{"formula": "C3H4O2", "method": "wB97M-V/def2-TZVPD", "homo_lumo_gap_ev": [8.28, 8.28], "spin_multiplicity": 1, "e_lumo_ev": [-0.6, -0.6], "e_tot_ev": -7266.071, "relative_energy_kcal_mol": 106.4, "species": ["O", "O", "C", "C", "C", "H", "H", "H", "H"], "positions_angstrom": [[0.717, -0.209, -2.568], [0.680, 0.964, -0.244], [0.445, -0.564, -1.508], [0.311, 0.379, 0.965], [-0.712, -0.311, 0.186], [1.055, -0.279, 1.433], [-0.070, 1.097, 1.705], [-0.890, -1.381, 0.187], [-1.537, 0.304, -0.156]], "mulliken_charge": [-0.242, -0.512, 0.178, -0.163, -0.314, 0.229, 0.256, 0.295, 0.273]}



No. 5
{"formula": "C3H4O2", "method": "wB97M-V/def2-TZVPD", "homo_lumo_gap_ev": 9.86, "spin_multiplicity": 1, "e_lumo_ev": 0.3, "e_tot_ev": -7269.029, "smiles": "O=C/C=C/O", "relative_energy_kcal_mol": 38.2, "species": ["O", "O", "C", "C", "C", "H", "H", "H", "H"], "positions_angstrom": [[2.031, 0.658, 0.010], [-2.699, 0.211, -0.086], [-1.594, -0.255, -0.082], [-0.337, 0.505, -0.004], [0.900, -0.028, 0.120], [0.985, -1.192, -0.081], [2.779, 0.038, -0.117], [-1.410, -1.441, 0.117], [-0.654, 1.504, 0.123]], "mulliken_charge": [-0.444, -0.470, 0.012, -0.165, -0.008, 0.162, 0.368, 0.168, 0.377]}



No. 6
{"formula": "C3H4O2", "method": "wB97M-V/def2-TZVPD", "homo_lumo_gap_ev": 7.93, "spin_multiplicity": 1, "e_lumo_ev": -0.6, "e_tot_ev": -7266.325, "relative_energy_kcal_mol": 100.6, "species": ["O", "O", "C", "C", "C", "H", "H", "H", "H"], "positions_angstrom": [[0.251, 0.393, 1.992], [-0.370, 0.098, -1.241], [0.861, 0.147, -0.424], [-1.193, 0.121, -0.260], [0.051, -0.151, 0.901], [-0.175, -1.270, 0.850], [-2.251, 0.088, -0.563], [1.576, -0.590, -0.795], [1.252, 1.163, -0.460]], "mulliken_charge": [-0.675, -0.210, -0.281, -0.059, 0.239, 0.212, 0.299, 0.227, 0.248]}



No. 7
{"formula": "C3H4O2", "method": "wB97M-V/def2-TZVPD", "homo_lumo_gap_ev": 9.35, "spin_multiplicity": 1, "e_lumo_ev": 0.1, "e_tot_ev": -7266.596, "relative_energy_kcal_mol": 94.3, "species": ["O", "O", "C", "C", "C", "H", "H", "H", "H"], "positions_angstrom": [[1.380, 0.896, 0.342], [-2.021, 0.066, -0.222], [-1.109, 0.661, 0.045], [0.345, 0.052, 0.059], [0.550, -1.308, -0.267], [-1.102, 1.770, 0.596], [0.739, 1.564, 0.477], [1.773, -1.820, -0.206], [-0.555, -1.880, -0.824]], "mulliken_charge": [-0.421, -0.278, -0.064, 0.504, -0.571, 0.178, 0.217, 0.238, 0.197]}



No. 8
{"formula": "C3H4O2", "method": "wB97M-V/def2-TZVPD", "homo_lumo_gap_ev": 9.75, "spin_multiplicity": 1, "e_lumo_ev": 0.5, "e_tot_ev": -7265.791, "relative_energy_kcal_mol": 112.9, "species": ["O", "O", "C", "C", "C", "H", "H", "H", "H"], "positions_angstrom": [[1.647, 0.703, -0.180], [-1.100, 0.931, -0.199], [0.254, 0.367, 0.212], [-1.862, -0.144, -0.187], [-0.437, -1.020, -0.050], [-0.055, -1.347, -1.085], [1.683, 1.581, -0.434], [-0.347, -1.782, 0.621], [0.217, 0.711, 1.303]], "mulliken_charge": [-0.453, -0.141, 0.113, -0.090, -0.511, 0.212, 0.307, 0.337, 0.228]}



No. 9
{"formula": "C3H4O2", "method": "wB97M-V/def2-TZVPD", "homo_lumo_gap_ev": 10.40, "spin_multiplicity": 1, "e_lumo_ev": 0.3, "e_tot_ev": -7268.984, "smiles": "O=CCC=O", "relative_energy_kcal_mol": 39.2, "species": ["O", "O", "C", "C", "C", "H", "H", "H", "H"], "positions_angstrom": [[-0.696, 0.598, -1.848], [-0.659, -0.166, 2.343], [0.236, -0.070, -1.354], [0.459, -0.027, 0.203], [-0.773, 0.017, 1.119], [0.880, -0.912, -1.911], [0.994, 1.011, 0.361], [-1.758, 0.322, 0.552], [1.316, -0.773, 0.534]], "mulliken_charge": [-0.468, -0.476, 0.110, -0.306, 0.086, 0.241, 0.227, 0.285, 0.300]}



No. 10
{"formula": "C3H4O2", "method": "wB97M-V/def2-TZVPD", "homo_lumo_gap_ev": 10.89, "spin_multiplicity": 1, "e_lumo_ev": 1.0, "e_tot_ev": -7269.829, "smiles": "C=COC=O", "relative_energy_kcal_mol": 19.8, "species": ["O", "O", "C", "C", "C", "H", "H", "H", "H"], "positions_angstrom": [[0.398, -0.597, 0.073], [0.798, 1.402, 1.030], [-0.772, -0.125, -0.540], [1.054, 0.226, 0.901], [-1.442, -0.877, -1.427], [-1.112, -1.905, -1.652], [-2.351, -0.468, -1.909], [-1.040, 0.863, -0.238], [1.893, -0.270, 1.372]], "mulliken_charge": [-0.283, -0.493, -0.016, 0.188, -0.617, 0.253, 0.233, 0.351, 0.384]}